No. 1
DFT (ωB97M-V with the def2-TZVPD basis set) results for a structure of composition C34H45N6OS2SbSi3Ti in a non-equilibrium geometry.

Last column: Mulliken spin population.
CARTESIAN COORDINATES (ANGSTROEM)
Ti 0.4956 -0.3635 0.4272  1.09
C 4.8220 -1.6303 2.6564  0.00
Sb 3.7262 -0.4118 1.2498  -0.03
C 2.2042 -1.7829 0.5576  0.11
C 1.7413 -2.7053 1.6428  -0.04
C 0.9755 -3.8544 1.3780  0.03
C 0.5312 -4.6555 2.4092  0.00
C 0.8494 -4.3267 3.7187  0.00
C 1.6231 -3.1921 3.9049  0.00
N 2.0622 -2.4224 2.9192  0.00
Si 2.8833 -2.6502 -0.9503  -0.01
C 1.6570 -3.6871 -1.9216  0.00
C 4.1943 -3.8818 -0.3459  0.00
C 3.8318 -1.5370 -2.1188  0.01
C 2.6694 1.1875 2.4703  0.00
C 1.2836 0.8644 3.0496  0.34
C 0.8232 1.4479 4.2059  -0.26
C -0.3521 1.0356 4.8576  0.48
C -0.9947 -0.1043 4.3264  -0.11
C -0.5549 -0.6230 3.1514  0.26
N 0.4933 -0.0958 2.4076  -0.03
Si 2.6606 2.6239 1.2210  0.01
C 2.4020 2.0886 -0.5657  0.03
C 4.3375 3.4759 1.1351  0.00
C 1.3963 3.8801 1.7488  0.02
Si 3.8750 1.5002 3.8922  0.01
C 3.5169 0.2938 5.2888  0.01
C 5.6888 1.3247 3.3694  0.01
C 3.8509 3.2378 4.6474  0.00
H 4.5810 -2.6660 2.4269  0.00
H 4.5565 -1.4320 3.6889  0.00
H 5.8847 -1.4427 2.4933  0.00
H 0.6988 -4.0869 0.3627  0.00
H -0.0809 -5.5223 2.1873  0.00
H 0.5030 -4.9107 4.5611  0.00
H 1.9088 -2.8830 4.9079  0.00
H 1.7132 -4.7314 -1.6014  0.00
H 1.9100 -3.6411 -2.9848  0.00
H 0.6261 -3.3468 -1.8210  0.00
H 3.7841 -4.5415 0.4256  0.00
H 5.0579 -3.3642 0.0847  0.00
H 4.5534 -4.5069 -1.1708  0.00
H 3.1907 -0.8305 -2.6445  0.00
H 4.3181 -2.1788 -2.8620  0.00
H 4.6113 -0.9810 -1.5940  0.00
H 1.4018 2.2410 4.6477  0.00
H -0.6849 1.5142 5.7682  0.03
H -1.8381 -0.5696 4.8218  -0.01
H -1.0318 -1.5012 2.7332  0.01
H 3.3709 1.8980 -1.0301  0.00
H 1.8737 2.8694 -1.1193  0.00
H 1.8033 1.1868 -0.7178  0.00
H 5.1038 2.7586 0.8307  0.00
H 4.6583 3.9484 2.0643  0.00
H 4.2881 4.2515 0.3640  0.00
H 0.4196 3.4060 1.8546  -0.01
H 1.3146 4.6799 1.0072  0.00
H 1.6761 4.3217 2.7101  0.00
H 4.4425 -0.1477 5.6708  0.00
H 2.8630 -0.5069 4.9334  0.00
H 3.0050 0.7916 6.1155  0.01
H 5.8271 1.0138 2.3331  0.00
H 6.1885 0.5855 3.9997  0.00
H 6.2016 2.2831 3.4896  0.00
H 2.8741 3.5935 4.9675  0.00
H 4.2625 3.9806 3.9609  0.00
H 4.4999 3.2153 5.5306  0.00
S -1.5004 -1.7437 0.2337  -0.03
C -1.7741 -2.0301 -1.4702  0.02
C -2.8892 -2.8846 -1.8030  0.00
N -3.7703 -3.5861 -2.0440  0.00
C -0.9871 -1.5155 -2.4406  0.01
S 0.3932 -0.5286 -2.1262  -0.02
C -1.2576 -1.8406 -3.8273  0.00
N -1.4410 -2.0962 -4.9342  0.00
C -2.4899 1.4977 1.4226  0.00
C -1.6622 1.6260 0.1847  -0.03
O -0.3792 1.4781 0.2549  0.06
H -1.8327 1.6332 2.2803  0.01
H -2.9464 0.5082 1.5049  0.00
H -3.2812 2.2499 1.4282  0.00
N -4.5025 5.1738 -4.6886  0.00
C -4.0195 4.4511 -3.9192  0.00
C -3.4370 3.5815 -2.9716  0.00
C -2.0485 3.2426 -2.9908  0.00
C -1.4714 2.4553 -2.0669  0.00
N -2.2349 2.0190 -0.9299  0.01
C -3.6647 2.0846 -1.0742  0.00
C -4.2136 2.8749 -2.0204  0.00
H -1.4249 3.5875 -3.8068  0.00
H -0.4500 2.1248 -2.0920  0.00
H -4.2372 1.4345 -0.4361  0.00
H -5.2955 2.9062 -2.0788  0.00

Its spin multiplicity is 3. The value obtained for the LUMO energy (spin up / spin down) is 3.98 / 3.98 eV. As for the net charge: -2. As for the HOMO-LUMO gap (spin up / spin down): 4.502 / 5.316 eV. The expectation value of S² is 2.02.

***

No. 2
DFT (ωB97M-V with the def2-TZVPD basis set) results for a structure of composition C34H46BHgIN9O5.

Last column: Mulliken spin population.
CARTESIAN COORDINATES (ANGSTROEM)
Hg -0.4081 -1.0592 -0.7540  0.02
C 1.1229 -0.4676 3.7370  0.00
C 1.2729 0.5156 2.6233  0.00
C 0.8882 1.8368 2.5684  0.00
C 1.2636 2.2698 1.2803  0.00
N 1.8579 1.2953 0.6159  0.00
N 1.8458 0.2144 1.4346  0.00
B 2.5051 -1.0978 0.9946  0.00
N 2.7823 -1.0038 -0.5237  0.00
N 1.7791 -0.8872 -1.4262  0.01
C 2.3183 -0.5730 -2.5995  -0.01
C 3.7111 -0.4843 -2.4504  0.00
C 3.9573 -0.7513 -1.1194  0.00
C 5.2603 -0.7339 -0.3910  0.00
C 1.5032 -0.3505 -3.8551  0.01
C 0.4854 0.7777 -3.6429  -0.04
C 0.7908 -1.6484 -4.2492  0.01
C 2.4396 0.0637 -4.9944  0.00
N 1.5880 -2.2989 1.3426  0.00
N 0.2444 -2.2643 1.1437  0.00
C -0.2740 -3.3543 1.6941  0.00
C 0.7598 -4.1219 2.2594  0.00
C 1.9178 -3.4171 2.0150  0.00
C 3.3169 -3.7580 2.4090  0.00
C -1.7513 -3.6741 1.7400  0.00
C -2.6195 -2.5143 1.2560  0.01
C -2.0168 -4.9100 0.8699  0.00
C -2.1188 -3.9728 3.2014  0.00
C 1.0585 3.6243 0.6428  0.00
C 0.9585 3.4687 -0.8761  0.00
C -0.2406 4.2473 1.1578  0.01
C 2.2470 4.5300 0.9928  0.00
H 0.7958 0.0565 4.6339  0.00
H 0.3698 -1.2229 3.5058  0.00
H 2.0674 -0.9770 3.9490  0.00
H 0.3482 2.3724 3.3323  0.00
H 3.5615 -1.2894 1.5480  0.00
H 4.4434 -0.2425 -3.2013  0.00
H 6.0655 -0.5429 -1.1007  0.00
H 5.2711 0.0490 0.3683  0.00
H 5.4559 -1.6822 0.1110  0.00
H -0.2710 0.5279 -2.8999  0.04
H 0.9836 1.6941 -3.3204  0.00
H -0.0425 0.9742 -4.5798  -0.01
H 0.1804 -2.0430 -3.4389  0.00
H 0.1424 -1.4746 -5.1119  0.00
H 1.5201 -2.4194 -4.5126  0.00
H 2.9583 0.9973 -4.7636  0.00
H 3.1857 -0.7082 -5.1970  0.00
H 1.8543 0.2151 -5.9041  0.00
H 0.6765 -5.0598 2.7832  0.00
H 3.3288 -4.7438 2.8740  0.00
H 3.9805 -3.7740 1.5437  0.00
H 3.7209 -3.0325 3.1167  0.00
H -2.5336 -2.3719 0.1799  -0.01
H -3.6672 -2.7417 1.4699  0.00
H -2.3659 -1.5813 1.7625  0.00
H -1.7351 -4.7098 -0.1654  0.00
H -1.4510 -5.7728 1.2334  0.00
H -3.0812 -5.1606 0.8999  0.00
H -1.9575 -3.0903 3.8247  0.00
H -3.1747 -4.2485 3.2635  0.00
H -1.5267 -4.7968 3.6060  0.00
H 0.1087 2.8313 -1.1245  0.00
H 0.8142 4.4487 -1.3426  0.00
H 1.8615 3.0082 -1.2804  0.00
H -1.0939 3.6269 0.8767  -0.01
H -0.2251 4.3645 2.2449  0.00
H -0.3772 5.2388 0.7140  0.00
H 3.1782 4.0950 0.6223  0.00
H 2.1203 5.5202 0.5429  0.00
H 2.3351 4.6519 2.0756  0.00
O -5.5312 0.1478 -4.2127  0.00
C -4.4531 -0.1453 -3.3926  0.02
C -3.8569 -1.4384 -3.4769  0.26
C -2.7595 -1.6875 -2.6800  -0.07
N -2.2733 -0.7739 -1.8477  0.11
C -2.8825 0.4622 -1.6846  0.38
C -3.9940 0.7869 -2.5210  0.08
C -2.4086 1.3296 -0.6288  0.03
O -2.9686 2.4255 -0.3866  0.11
O -1.3845 0.9086 0.0927  0.02
C -2.0739 -3.0718 -2.6921  -0.03
O -2.5410 -3.9182 -3.4653  0.00
O -1.1010 -3.2197 -1.8938  0.00
H -5.6902 -0.6379 -4.7436  0.00
H -4.2295 -2.2199 -4.1256  0.03
H -4.4555 1.7597 -2.4286  0.02
I -4.7067 3.6152 5.1157  0.00
C -3.4962 2.2927 4.0915  0.00
C -3.1650 2.3234 2.7505  0.00
N -2.3609 1.2737 2.5475  0.00
N -2.1458 0.5570 3.6569  0.00
C -2.8354 1.1685 4.6108  0.00
H -3.4290 2.9670 1.9268  0.00
H -1.9170 1.0383 1.6198  0.00
H -2.8386 0.7903 5.6210  0.00

Its spin multiplicity is 2. The value obtained for the LUMO energy (spin up / spin down) is 3.58 / 3.58 eV. As for the net charge: -2. As for the HOMO-LUMO gap (spin up / spin down): 2.968 / 6.701 eV. The expectation value of S² is 0.76.